Formula: C2H4NO2
Source: OMol25
Level of theory: the ωB97M-V functional and the def2-TZVPD basis

Geometry as XYZ:
```
9
Properties=species:S:1:pos:R:3:mulliken_charge:R:1
N 1.755 -0.504 0.096 -0.719
C 0.795 0.569 -0.191 -0.435
C -0.689 0.143 -0.008 0.574
O -1.497 0.505 -0.875 -0.734
O -0.892 -0.563 1.011 -0.739
H 1.425 -0.861 0.994 0.314
H 1.580 -1.264 -0.553 0.258
H 0.978 1.402 0.503 0.204
H 0.974 1.022 -1.175 0.276
```

Calculated values
Highest occupied orbital energy, eV: -3.706
2S+1: 1
Frontier orbital gap, eV: 8.4
Total charge: -1
Relative energy (zero: lowest compared OMol25 entry of this formula, charge and spin), eV: 0.167
Structure (SMILES): NCC(=O)[O-]



Formula: C4H6N2O
Source: OMol25
Level of theory: the ωB97M-V functional and the def2-TZVPD basis

Geometry as XYZ:
```
13
Properties=species:S:1:pos:R:3:mulliken_charge:R:1
N 1.925 0.725 -0.125 -0.688
C 0.611 0.196 -0.297 0.067
N -0.378 1.093 -0.600 -0.036
C -1.565 0.676 -0.052 -0.564
C -1.353 -0.541 0.559 -0.503
C -0.021 -0.905 0.265 0.456
O 0.498 -2.185 0.273 -0.576
H 2.572 -0.006 0.154 0.265
H 1.840 1.319 0.705 0.263
H -0.198 1.963 -1.072 0.213
H -2.512 1.065 -0.384 0.346
H -2.027 -1.036 1.247 0.382
H 0.608 -2.365 -0.674 0.375
```

Calculated values
Highest occupied orbital energy, eV: -7.492
2S+1: 1
Frontier orbital gap, eV: 8.3
Total charge: 0
Relative energy (zero: lowest compared OMol25 entry of this formula, charge and spin), eV: 2.049
Structure (SMILES): Nc1[nH]ccc1O



Formula: C48H123N7O18
Source: OMol25
Level of theory: the ωB97M-V functional and the def2-TZVPD basis

Geometry as XYZ:
```
196
Properties=species:S:1:pos:R:3:mulliken_charge:R:1
C 1.574 7.065 1.647 -0.764
O 0.318 7.093 0.865 -0.005
C -0.356 8.360 0.756 -0.693
C -1.698 8.149 0.086 -0.610
N -2.479 7.110 0.704 -0.108
C -3.881 7.061 0.292 -0.701
C -4.666 6.104 1.215 -0.754
O -4.312 4.781 0.910 0.129
C -5.022 3.854 1.614 -0.287
H 1.971 6.083 1.496 0.045
H 1.321 7.277 2.688 0.295
H 2.118 7.861 1.184 0.413
H 0.208 9.183 0.297 0.414
H -0.409 8.729 1.760 0.428
H -1.584 7.981 -1.087 0.179
H -2.261 9.095 0.192 0.410
H -1.982 6.248 0.567 0.002
H -3.987 6.717 -0.718 0.259
H -4.349 8.068 0.341 0.502
H -5.734 6.378 1.062 0.387
H -4.464 6.260 2.258 0.404
H -4.727 2.899 1.211 -0.235
H -6.161 4.038 1.499 0.286
H -4.906 3.823 2.731 0.231
C 2.497 0.918 3.583 -0.209
O 2.970 0.985 2.260 -0.673
C 3.122 -0.138 1.456 1.175
C 3.837 0.266 0.169 -1.663
N 3.040 1.277 -0.501 0.765
C 3.505 1.714 -1.757 -0.287
C 2.381 2.625 -2.337 -0.502
O 1.963 3.618 -1.413 -0.408
C 1.823 4.836 -2.144 -0.720
H 1.373 1.026 3.566 -0.323
H 2.994 1.754 4.069 0.499
H 2.874 -0.009 4.133 0.015
H 2.135 -0.561 1.208 -0.470
H 3.723 -0.878 1.986 0.677
H 3.869 -0.650 -0.409 0.297
H 4.889 0.559 0.341 0.251
H 2.762 1.989 0.176 0.089
H 3.566 0.886 -2.456 -0.229
H 4.468 2.251 -1.889 0.341
H 1.549 2.007 -2.508 -0.514
H 2.823 3.190 -3.127 1.409
H 1.151 5.432 -1.586 0.036
H 1.315 4.628 -3.062 0.387
H 2.785 5.307 -2.344 0.227
C 0.116 3.816 1.779 -0.669
O -0.806 2.954 2.389 0.201
C -1.500 3.496 3.448 -0.737
C -2.292 2.355 4.001 -0.237
N -1.564 1.456 4.930 -0.308
C -2.313 0.243 5.309 0.328
C -1.542 -0.495 6.397 -1.214
O -0.283 -0.943 5.908 -0.295
C 0.757 -0.401 6.753 -0.827
H 1.051 3.929 2.370 0.268
H -0.287 4.804 1.617 0.194
H 0.343 3.390 0.816 -0.074
H -2.161 4.282 3.070 -0.003
H -0.851 4.032 4.152 0.459
H -2.722 1.803 3.126 -0.249
H -3.109 2.785 4.551 0.740
H -0.726 1.134 4.482 -0.039
H -2.482 -0.471 4.480 -0.392
H -3.363 0.525 5.575 0.652
H -2.096 -1.395 6.600 0.407
H -1.302 0.092 7.312 0.484
H 0.647 0.737 6.910 0.318
H 1.756 -0.659 6.391 0.237
H 0.768 -0.902 7.771 0.294
C -0.638 2.390 -5.600 -0.615
O 0.704 2.655 -5.330 0.052
C 1.508 2.919 -6.526 -0.302
C 2.779 3.537 -6.118 -1.283
N 3.805 2.674 -5.530 -0.037
C 4.587 1.714 -6.283 -0.630
C 5.217 0.705 -5.338 -0.681
O 4.294 -0.228 -4.937 -0.121
C 4.898 -1.092 -3.982 -0.970
H -1.159 3.267 -5.883 0.396
H -1.128 1.918 -4.685 -0.130
H -0.826 1.646 -6.402 0.344
H 0.989 3.721 -7.119 0.411
H 1.614 2.022 -7.154 0.305
H 2.604 4.494 -5.585 0.268
H 3.174 3.840 -7.071 0.522
H 3.445 2.222 -4.663 -0.119
H 5.306 2.256 -6.874 0.448
H 3.973 1.125 -6.976 0.273
H 5.837 1.127 -4.489 0.320
H 5.930 0.247 -6.011 0.493
H 5.836 -1.490 -4.354 0.455
H 4.283 -1.981 -3.745 0.200
H 5.099 -0.632 -3.031 0.382
C -6.012 -8.305 -3.540 -0.712
O -5.602 -7.867 -2.219 -0.290
C -4.794 -8.883 -1.602 -0.501
C -4.362 -8.407 -0.229 -0.751
N -3.298 -7.405 -0.403 -0.237
C -2.810 -6.767 0.783 -0.916
C -1.881 -5.676 0.324 -0.353
O -2.692 -4.612 -0.147 -0.397
C -1.881 -3.838 -1.023 -0.553
H -6.837 -8.987 -3.477 0.284
H -5.206 -8.838 -4.072 0.306
H -6.284 -7.381 -4.093 0.225
H -3.921 -9.163 -2.185 0.354
H -5.453 -9.795 -1.408 0.371
H -3.944 -9.286 0.327 0.385
H -5.254 -8.078 0.388 0.320
H -3.706 -6.710 -1.063 0.207
H -2.192 -7.518 1.273 0.397
H -3.553 -6.362 1.489 0.347
H -1.166 -6.133 -0.484 0.350
H -1.218 -5.292 1.100 0.239
H -2.462 -3.036 -1.480 0.263
H -1.467 -4.426 -1.821 0.611
H -1.085 -3.381 -0.425 -0.124
C -3.868 -3.090 2.503 -0.971
O -4.607 -1.945 2.861 -0.542
C -4.119 -0.769 2.203 0.659
C -4.554 -0.768 0.751 -0.180
N -4.208 0.519 0.111 0.054
C -4.547 0.496 -1.305 -0.695
C -4.218 1.853 -1.877 -0.771
O -2.890 2.343 -1.641 0.183
C -2.650 3.671 -1.999 -0.653
H -2.807 -2.835 2.532 0.152
H -4.083 -3.375 1.512 0.474
H -4.020 -3.915 3.166 0.468
H -3.035 -0.716 2.250 -0.674
H -4.415 0.113 2.777 0.354
H -5.629 -1.011 0.806 0.346
H -4.058 -1.626 0.201 -0.144
H -3.217 0.608 0.307 -0.243
H -5.566 0.269 -1.452 0.674
H -3.940 -0.292 -1.813 0.016
H -4.963 2.562 -1.351 0.212
H -4.350 1.876 -2.992 0.491
H -1.640 3.985 -1.715 -0.128
H -3.316 4.326 -1.416 0.218
H -2.782 3.766 -3.066 0.365
C 1.549 -3.451 -0.154 0.333
O 2.776 -3.262 0.551 0.078
C 3.568 -4.449 0.610 -1.330
C 4.788 -4.164 1.408 -0.077
N 5.776 -3.271 0.747 -0.309
C 7.040 -3.087 1.463 -1.088
C 6.898 -2.509 2.873 -0.352
O 6.334 -1.213 2.815 -0.211
C 5.903 -0.776 4.076 -0.706
H 0.694 -3.573 0.619 -0.518
H 1.654 -4.295 -0.824 0.634
H 1.376 -2.494 -0.683 -0.568
H 3.755 -4.819 -0.405 0.414
H 3.012 -5.131 1.167 0.494
H 5.188 -5.167 1.562 0.423
H 4.432 -3.796 2.396 0.051
H 5.309 -2.390 0.574 0.180
H 7.685 -2.587 0.741 0.434
H 7.354 -4.113 1.585 0.429
H 7.903 -2.594 3.357 0.353
H 6.210 -3.155 3.460 0.317
H 5.280 0.081 3.951 0.108
H 6.615 -0.609 4.846 0.446
H 5.310 -1.602 4.501 0.283
O -1.398 0.076 -2.311 -0.550
C -0.183 -0.115 -1.577 1.374
C -0.242 0.288 -0.161 3.018
O -0.835 -0.695 0.653 1.836
H -1.740 0.965 -2.189 0.031
H 0.031 -1.241 -1.755 -0.848
H 0.579 0.369 -2.148 -1.665
H -0.841 1.309 -0.131 -0.459
H 0.786 0.529 0.271 -1.124
H -0.631 -0.535 1.556 -1.046
C 0.985 -1.716 -4.160 0.762
C 0.043 -2.889 -4.513 -0.090
O 0.717 -4.076 -4.913 -0.568
H 0.485 -0.726 -4.065 -0.297
H 1.856 -1.582 -4.923 0.309
H 1.506 -1.950 -3.259 -0.454
H -0.648 -2.600 -5.270 0.407
H -0.505 -3.203 -3.623 -0.276
H 0.957 -3.996 -5.826 0.340
C 1.036 -3.347 3.650 -1.746
C -0.236 -2.619 3.363 1.112
O -0.056 -1.229 3.200 1.263
H 0.772 -4.376 3.781 0.541
H 1.482 -2.951 4.536 0.436
H 1.761 -3.309 2.852 -0.016
H -0.924 -2.783 4.217 0.357
H -0.789 -3.044 2.577 -0.898
H 0.074 -0.900 4.136 -0.968
```

Calculated values
Highest occupied orbital energy, eV: -8.142
2S+1: 1
Frontier orbital gap, eV: 8.8
Total charge: 0
Relative energy (zero: lowest compared OMol25 entry of this formula, charge and spin), eV: 1.114
Structure (SMILES): COCCNCCOC.COCCNCCOC.COCCNCCOC.COCCNCCOC.COCCNCCOC.COCCNCCOC.COCCNCCOC.OCCO.CCO.CCO